The following is a DFT calculation (ωB97M-V/def2-TZVPD) of one molecule with the formula C6H10BrNO3.

Computed properties:
Relative energy (zero: lowest compared OMol25 entry of this formula, charge and spin), kcal/mol: 44.0
Total energy, hartree: -3089.0288
Structure (SMILES): COC1(OC)CN/C(=C/Br)O1
HOMO-LUMO gap, hartree: 0.3276

Atoms and positions in Å:
N (-0.369, 1.866, -1.076)
C (1.863, -1.154, 1.169)
O (-0.166, -0.393, -0.677)
H (-2.482, -0.435, 0.589)
H (-2.354, -1.397, 2.018)
H (0.456, 0.996, -3.660)
C (-0.085, 0.611, -1.581)
H (0.406, 2.536, -1.252)
H (1.763, -1.275, 2.323)
H (0.230, 2.327, 1.008)
H (-1.416, 1.839, 0.884)
C (0.096, 0.168, 0.566)
C (-1.832, -1.064, 1.116)
O (-0.633, -0.412, 1.605)
O (1.418, 0.134, 0.844)
C (-0.375, 1.676, 0.401)
H (1.142, -1.812, 0.711)
H (2.888, -1.096, 0.598)
Br (0.565, -1.497, -3.270)
C (0.434, 0.321, -2.790)
H (-1.550, -1.939, 0.475)

***

The following is a DFT calculation (ωB97M-V/def2-TZVPD) of C30H53Br2F7MgN3O10P4S as an isolated structure.

Computed properties:
Relative energy (zero: lowest compared OMol25 entry of this formula, charge and spin), kcal/mol: 0.0
Total energy, hartree: -9901.7958
Charge: +1
HOMO-LUMO gap, hartree: 0.0385

Atoms and positions in Å:
H (5.208, 1.355, 4.083)
H (0.295, -1.241, 2.951)
H (-1.554, -0.643, -4.535)
H (0.443, 2.189, -5.355)
H (-1.683, 2.713, -6.752)
S (7.987, 0.664, 1.898)
H (0.239, 1.235, -1.817)
P (1.671, -3.983, 4.632)
C (0.004, 0.860, 4.554)
F (0.572, -2.847, 5.129)
H (4.620, -0.167, 2.162)
C (0.219, -0.894, 1.921)
C (-3.274, -4.000, -1.007)
C (-0.078, -0.813, -2.307)
N (-1.560, -0.485, 0.246)
C (-1.843, 2.032, -0.115)
F (1.376, -4.977, 3.388)
H (-1.007, 3.048, 1.481)
C (-1.406, 1.127, 2.246)
H (2.795, -1.785, -4.008)
H (1.417, 0.846, -6.015)
H (9.440, 1.725, 0.414)
H (-1.790, 1.665, -8.246)
O (-3.173, 4.759, -3.318)
O (-1.773, 2.924, -4.260)
C (8.359, 1.612, 0.460)
H (-1.144, 0.919, -2.816)
H (0.268, 2.466, 5.950)
H (-1.289, -4.721, -0.866)
H (-4.128, -0.874, -0.351)
H (6.011, -1.170, 2.536)
C (-4.081, 1.052, 1.928)
C (-3.517, -1.765, -0.456)
P (-2.557, 3.296, -3.082)
C (2.328, -1.253, -3.179)
H (0.979, 0.301, -3.807)
H (-5.695, 2.526, 2.301)
O (8.403, 1.395, 3.052)
C (-2.175, -1.725, -0.166)
H (0.400, -0.151, 4.583)
Br (2.343, 0.281, -0.053)
H (-4.487, 3.045, 1.034)
F (2.190, -3.942, 6.164)
H (-5.667, 1.789, 0.717)
H (0.555, 1.993, 2.848)
H (-4.682, 0.409, 2.558)
O (-1.458, -2.957, 2.535)
C (-2.833, 1.621, 2.655)
C (0.414, -1.611, -4.714)
H (7.997, 1.080, -0.416)
P (-2.120, -1.668, 2.723)
Br (-3.302, 1.554, 4.567)
H (-4.109, 4.797, -3.076)
H (-2.576, 0.492, -1.260)
C (-1.817, 1.709, -7.146)
F (0.514, -5.102, 5.216)
C (-0.867, -0.507, -6.577)
C (0.890, -0.755, -3.520)
O (-3.757, 2.281, -2.705)
H (-0.909, -1.472, -2.596)
H (0.528, -2.660, -4.423)
H (-4.179, -1.767, 3.312)
H (-0.946, -1.092, -7.496)
H (-2.902, 2.250, 0.001)
C (5.530, 0.313, 4.036)
H (0.081, 3.385, -1.617)
C (-1.219, -0.316, 1.674)
H (-5.200, -2.972, -1.111)
O (2.171, 0.259, 2.611)
H (4.824, -0.305, 4.592)
H (0.403, -1.326, -1.474)
H (-3.658, -4.968, -1.310)
O (-1.990, -1.380, 4.303)
C (-0.384, 1.650, 3.321)
C (-0.053, 1.443, 5.763)
C (-1.019, -1.247, -5.269)
H (-4.407, 2.207, -3.421)
C (-5.026, 2.213, 1.500)
C (1.495, -0.100, 1.684)
F (0.281, -5.652, 7.000)
N (-1.334, -2.745, -0.322)
H (-2.735, 1.230, -6.815)
C (-1.619, 0.597, -0.724)
H (0.350, -1.828, 1.362)
H (2.351, -1.824, -2.249)
H (6.499, 0.250, 4.529)
O (6.399, 0.742, 1.780)
H (-0.026, 1.936, 0.827)
H (-3.743, 0.591, 1.000)
H (7.885, 2.586, 0.550)
P (-1.321, 3.479, -1.255)
C (-0.622, 0.565, -1.917)
F (1.919, -2.803, 3.529)
C (0.612, 1.544, -6.235)
H (-0.437, 0.815, 6.565)
H (-1.525, -2.192, -5.465)
C (-4.142, -2.928, -0.899)
O (-3.688, -1.827, 2.478)
H (-0.809, 2.599, 3.671)
N (-1.008, 2.088, 1.112)
H (-2.850, 2.699, 2.462)
H (-1.143, -1.778, 4.580)
C (-0.652, 0.867, -6.634)
F (3.251, -4.330, 4.419)
H (2.933, -0.361, -2.977)
Mg (1.376, 3.745, -0.458)
C (5.616, -0.155, 2.598)
O (8.398, -0.689, 1.691)
H (0.893, 2.226, -7.046)
C (-1.932, -3.853, -0.735)
H (1.150, -1.436, -5.507)